Record 1
A molecular structure, C43H46N3OPPdSi. Source: the OMol25 dataset; level of theory: the ωB97M-V functional and the def2-TZVPD basis.

Element x y z (Å)
C 1.212 -1.509 -3.149
H 0.971 -3.241 -4.495
C -0.323 0.867 3.567
H 3.345 6.866 -0.557
C 0.712 2.325 -1.610
C -1.280 1.684 -2.204
H -2.837 -4.217 -0.812
H -3.145 -2.480 4.040
H 2.413 -2.277 -4.758
C 2.683 0.165 1.677
H -4.926 -0.896 1.153
N 5.734 7.770 -2.912
N -0.277 1.369 -1.403
C 2.654 4.835 -0.654
H 4.556 0.973 2.590
H 3.102 -1.340 -2.036
H -0.393 -1.144 -4.592
C -6.228 -0.377 2.787
H -2.998 0.454 4.729
Si 0.264 -2.151 -1.607
H -2.037 -4.451 5.006
H -1.292 -4.183 0.023
H 0.310 -1.731 1.598
C 1.906 2.451 -0.885
H -7.134 -0.596 2.240
H 1.423 -3.689 2.602
H 2.199 -2.562 -0.075
H -1.795 1.942 0.708
C 3.632 3.472 -2.376
C 3.423 5.912 -1.060
C 1.470 -3.188 -0.592
H -1.666 3.313 -3.680
H 2.162 0.146 -2.057
H 1.252 1.887 4.596
H 0.779 4.116 -2.948
H 2.353 -3.393 -3.404
C -1.352 -3.112 -1.906
H 5.084 4.439 -3.626
C 0.248 3.250 -2.593
C -0.233 -4.185 3.881
C 0.611 2.960 2.852
C -2.143 -2.739 3.723
C -1.178 0.874 2.466
H -0.317 0.025 4.249
C 2.754 3.612 -1.308
N 1.895 0.526 0.682
H 0.959 -3.801 0.145
H -2.322 -2.742 0.013
C -2.395 -2.269 -2.644
C -5.133 0.378 4.793
C -1.975 -3.585 -0.581
C 1.757 -2.686 -3.983
C 0.569 1.909 3.758
C -0.204 -2.321 2.369
H 4.262 2.864 0.710
C 0.424 -3.423 2.921
C -1.151 1.948 1.576
C 2.437 -0.726 -2.643
C -1.488 -1.961 2.773
C -3.901 0.206 4.185
H 3.012 -0.381 -3.510
C 5.097 6.880 -2.565
H 1.098 -0.260 -4.892
H 1.967 4.940 0.174
H 3.704 2.519 -2.882
C 2.436 1.697 0.161
H 2.025 -3.859 -1.253
H -2.081 -2.011 -3.657
C -3.828 -0.265 2.877
H -2.176 1.078 -2.218
C 3.621 2.016 0.889
C -6.297 0.084 4.092
H -0.270 -4.996 -2.258
C -4.994 -0.551 2.177
H -1.931 -4.967 -2.836
H -0.678 -4.133 -3.744
H -2.613 -1.348 -2.102
H -7.260 0.225 4.565
H -3.329 -2.833 -2.724
C -1.518 -3.850 4.272
H -5.188 0.749 5.808
C 4.297 5.763 -2.132
H -0.218 3.798 1.055
C 4.404 4.542 -2.792
C 0.424 -0.609 -4.103
P -2.253 -0.501 2.042
H 0.014 0.273 -3.614
H 0.260 -5.042 4.320
H 1.334 3.755 2.987
C 3.774 1.053 1.853
C -1.013 2.846 -2.963
O -2.434 -0.594 0.553
H 2.470 -0.730 2.248
C -0.254 2.986 1.770
Pd -0.013 -0.468 -0.125
C -1.022 -4.366 -2.736

## Properties
* LUMO level: -0.515 eV
* E_tot: -72502.873 eV

Atomic partial charges in e from the Löwdin method, atoms 1 to 5:
1 C -0.61
2 H 0.06
3 C -0.09
4 H 0.12
5 C -0.27


Record 2
A molecular structure, C43H46N4O8P2RhSSi. Source: the OMol25 dataset; level of theory: the ωB97M-V functional and the def2-TZVPD basis.

Element x y z (Å)
C 4.932 -2.711 -3.934
O 1.073 0.341 1.897
C 1.190 4.647 1.123
C 0.140 -0.208 -4.423
C -1.245 1.494 2.884
C -5.715 3.018 0.213
P 1.357 -2.370 1.023
C 0.390 2.779 4.259
O 2.638 0.413 3.944
H -1.671 0.681 -3.586
C 4.728 -1.590 -3.143
H -2.396 -1.968 -3.272
H -0.073 -1.911 -5.778
O 2.121 -1.661 -0.134
H -2.920 -3.536 3.620
H 2.213 2.634 -2.002
H 1.710 -3.581 -4.451
N 4.720 5.082 -2.099
H -1.442 0.972 -5.319
C -0.646 -5.207 -2.147
O 3.593 0.223 1.592
C -2.617 -4.057 -2.871
C -1.518 3.174 6.243
C -1.887 -2.881 -2.991
C -2.000 -5.226 -2.454
C 0.396 3.586 0.699
C -5.891 1.666 0.252
C 0.078 -4.032 -2.289
H 0.760 1.633 -3.455
H -0.950 3.904 2.327
C -4.498 3.529 -0.240
P 2.345 -0.099 2.591
H 5.937 -3.028 -4.187
C 3.439 -1.188 -2.824
H 3.302 0.044 0.682
H 4.149 -1.837 1.794
H 2.111 -3.635 3.841
C 3.830 4.706 -1.473
H 0.857 1.678 -5.227
H -3.749 -2.224 1.702
C 2.333 4.998 0.428
C 2.551 -3.011 -4.073
H 0.175 2.028 -0.767
H -6.796 1.172 0.572
C 1.924 3.195 -1.123
H 3.297 -0.308 -2.206
H 2.119 -2.045 4.647
C -1.326 0.233 -4.517
C -1.263 -0.640 4.200
H -1.380 -2.496 5.250
H 3.981 -4.300 -5.018
H 5.577 -1.035 -2.761
H 1.732 3.822 5.557
C 1.774 -2.600 3.773
C -2.616 -0.474 2.207
H 0.250 -0.365 -6.582
H -2.844 2.063 4.973
C -0.909 3.317 1.408
C -3.637 1.419 -0.600
C 2.318 -1.889 -3.272
H 1.141 -4.038 -2.074
C 2.698 4.281 -0.710
C -0.517 -2.844 -2.727
H -3.676 -4.064 -3.103
H -1.702 3.657 0.739
N -4.819 0.854 -0.134
Rh -0.712 -0.040 0.505
N -3.477 2.700 -0.661
H -0.542 -0.203 4.880
C 0.721 3.463 5.418
C 1.015 1.050 -4.344
H 0.029 4.218 7.303
H 0.871 -4.326 0.359
C -1.848 2.472 5.096
H 0.690 -2.575 3.735
C -3.042 -1.785 2.396
C 3.835 -3.422 -4.400
H 1.415 -1.147 -0.813
H -4.300 4.591 -0.296
C -0.232 3.672 6.405
H -1.977 -0.611 -4.754
H -4.919 -0.143 -0.199
Si 0.553 -1.267 -2.869
C 0.780 2.857 -0.425
H 0.906 5.212 2.003
O 0.525 -0.403 -1.515
H 2.944 5.830 0.753
H -2.570 -6.141 -2.351
S -2.429 0.295 -1.153
C -2.588 -2.516 3.476
C -0.901 2.286 4.090
O -0.135 -2.153 1.002
C -1.717 -1.932 4.390
H 1.138 2.564 3.506
H -3.140 0.169 1.516
C 0.491 -0.975 -5.705
H -0.155 -6.113 -1.807
C 2.348 -1.971 2.521
N -1.174 1.915 1.675
C -1.703 0.103 3.105
H 1.554 -1.216 -5.744
H 2.076 0.791 -4.298
H -2.258 3.325 7.019
O 3.657 -2.485 2.315
H -6.513 3.679 0.520
O 1.606 -3.951 0.870

## Properties
* ΔE to the lowest compared entry with this formula, charge and spin: 0.0 kcal/mol
* LUMO level (alpha / beta): 2.208 / 1.673 eV
* ⟨S²⟩: 6.0282
* total charge: -1
* 2S+1: 5
* E_tot: -107986.301 eV

Atomic partial charges in e from the Löwdin method, atoms 1 to 5:
1 C -0.10
2 O -0.38
3 C -0.03
4 C -0.59
5 C -0.22


Record 3
A molecular structure, C43H47BiN5O7S3. Source: the OMol25 dataset; level of theory: the ωB97M-V functional and the def2-TZVPD basis.

Element x y z (Å)
C -3.911 -0.899 3.655
C -3.888 -3.210 -0.286
H 5.406 -0.468 1.016
C -2.465 0.186 -3.507
O -0.204 -4.758 2.499
C -0.310 -2.387 5.523
C -0.146 -3.850 1.669
C 0.264 -0.051 4.624
H 4.378 3.195 -1.949
H -5.238 -2.079 2.445
O 4.142 1.004 1.624
N -0.886 -2.751 1.509
C 2.190 1.367 -2.541
H 4.957 1.180 -3.247
C -1.893 1.825 0.305
C 3.901 2.591 -1.116
H 3.085 -6.134 -0.891
O 2.359 -1.090 1.588
H 4.702 2.435 -0.416
C 2.553 -4.179 -1.611
C -1.557 -1.466 3.523
C 1.068 2.506 -4.356
H 3.205 0.567 -0.823
C -4.614 -4.678 1.614
N -1.630 3.974 -0.169
H -4.902 -2.721 -0.222
H -3.017 6.107 0.134
C -3.532 -3.746 1.112
N 1.106 -3.017 -0.249
C -0.239 -1.465 4.252
H 1.484 -6.046 1.011
H -0.634 5.864 -4.201
H -4.754 -0.302 4.097
H -4.440 -5.136 2.605
H 5.391 0.240 -1.823
H 1.277 -0.029 5.084
H -3.204 -0.637 -3.451
H 3.100 0.696 3.351
C 4.560 0.504 -2.472
H 0.188 0.508 3.665
H 1.093 3.251 -5.147
C 3.361 1.478 2.646
H 4.872 -0.550 2.715
H 0.605 -2.161 6.127
O 2.474 -1.804 -3.254
C -1.869 -2.318 2.464
H 3.351 -4.128 -2.352
H 0.743 3.366 2.694
H -1.125 -2.140 6.123
C -1.060 4.893 -2.348
C 0.028 0.610 -3.363
O 1.428 1.664 1.100
H -0.381 0.450 5.357
S -1.093 5.474 2.076
H -4.687 -5.535 0.938
C 1.160 0.428 -2.477
H 4.165 -0.386 -2.962
N -1.862 2.718 -0.628
C -1.081 -0.432 -3.308
H -0.868 1.804 -4.872
O 1.590 2.931 2.946
H 0.206 -1.967 -4.235
C 3.554 -1.383 1.280
H 3.137 3.210 -0.626
H -3.183 -2.401 -0.581
C -2.540 6.083 -0.855
H -2.129 7.711 -3.870
C 4.546 -0.353 1.691
C 3.421 1.242 -1.648
H -2.654 0.714 -4.451
H -1.484 -2.275 -4.330
N 1.178 -0.759 -1.682
C -0.757 -1.464 -4.384
H -5.551 -4.161 1.594
H -2.716 0.890 -2.716
O 3.939 -2.328 0.611
C -2.643 -0.760 4.089
C -0.021 1.651 -4.250
C 2.136 2.421 -3.423
H -3.868 -4.078 -0.958
H 0.535 -1.886 3.591
C -4.214 -1.850 2.680
H -0.492 4.038 -2.646
H -2.451 -0.133 4.988
C 2.451 -5.263 -0.737
C 2.040 2.008 2.102
C 1.916 -1.763 -2.147
H 2.999 3.013 -3.386
H 3.795 2.293 3.244
S -2.194 0.165 0.042
H -3.322 7.931 -1.527
C 1.878 -3.028 -1.302
C -1.464 4.143 1.148
C -2.722 7.080 -1.818
Bi 0.388 -0.935 0.492
C 1.553 -5.235 0.292
C -3.218 -2.634 2.126
S -1.764 2.596 1.834
C -1.249 5.878 -3.294
C -1.752 5.000 -1.140
C -2.057 6.986 -3.035
H -1.067 -0.861 -2.273
H -0.753 -0.941 -5.355
C 0.856 -4.054 0.516
H -2.610 -4.352 1.063
H -0.348 -3.451 5.235

## Properties
* ΔE to the lowest compared entry with this formula, charge and spin: 0.0 kcal/mol
* LUMO level: 2.277 eV
* total charge: -1
* E_tot: -105487.005 eV

Atomic partial charges in e from the Löwdin method, atoms 1 to 5:
1 C -0.10
2 C -0.06
3 H 0.14
4 C -0.10
5 O 0.03


Record 4
A molecular structure, C43H47IN4O5PReS. Source: the OMol25 dataset; level of theory: the ωB97M-V functional and the def2-TZVPD basis.

Element x y z (Å)
C -2.922 -1.910 -4.197
H -1.180 3.316 4.664
H 6.560 0.552 3.805
H -3.180 -5.687 0.028
C 1.505 -3.713 -1.385
H 1.696 0.884 4.581
C -0.387 0.358 -2.406
H 0.567 -5.363 1.398
O -4.584 0.634 -3.225
H 5.576 -1.185 2.309
H 1.838 -1.383 -2.759
H 1.356 4.884 2.725
C 1.275 1.964 -3.470
H 1.460 2.468 -0.868
O -2.189 1.370 0.332
H 3.554 -2.130 1.304
H -0.063 -3.631 3.172
H -2.800 -1.981 -1.814
C 2.420 0.988 1.980
N -1.613 -1.403 -0.273
H -3.855 -5.403 2.403
P 0.867 1.893 1.856
H 0.673 -6.881 -0.409
C 3.571 1.503 2.564
C 0.839 -4.537 0.749
H -1.706 2.154 3.449
H 1.959 4.163 -0.903
H 2.009 5.476 1.207
H 1.153 3.177 3.836
H 1.918 -6.487 -1.599
C -2.189 -2.471 0.463
C 0.797 -3.085 2.782
H 3.575 2.519 2.944
C -1.667 4.695 -2.174
H 6.588 1.797 2.560
C 1.091 -4.780 -0.593
C 3.557 -1.104 1.645
C -2.842 5.284 -2.636
H -2.811 6.267 -3.089
O -2.551 -3.207 -3.727
C 5.963 1.324 3.321
H -1.571 -0.387 -5.979
C 0.666 1.236 4.594
C -2.949 2.810 -1.400
H -0.836 2.975 -1.188
C 1.255 -2.189 0.455
N -0.283 0.680 -4.777
H -1.937 -3.600 -4.355
H 3.307 -1.504 -1.793
H -1.128 3.747 2.950
H 0.012 0.389 4.382
C -3.011 -4.747 0.536
H -3.115 -1.927 -5.270
H -3.395 -3.257 3.549
S -5.184 0.998 -1.954
C 4.691 -0.567 2.220
H 0.227 -6.181 -1.973
H 1.685 -3.484 3.277
C 1.907 4.589 1.833
C -3.135 -3.393 2.508
H 2.053 -0.355 -1.335
N -4.033 0.726 -0.788
C -1.985 -1.332 -1.521
C -2.536 -2.366 1.802
Re -0.505 0.221 0.660
H 1.766 -3.892 -2.423
I -2.072 -0.574 2.812
C 0.449 2.376 3.601
C 0.932 -3.262 1.293
C -3.062 1.565 -0.612
C -1.870 -0.865 -3.911
C 2.387 -0.338 1.509
H 0.441 1.584 5.603
C -3.388 -4.592 1.863
C 0.968 -6.162 -1.172
H 5.708 2.082 4.060
C 1.620 -2.426 -0.882
N 1.223 -0.848 0.963
O -5.282 2.696 -1.885
C 1.932 3.259 -0.294
H -3.858 -1.645 -3.704
C -2.417 -3.706 -0.152
C -0.974 2.935 3.663
H 0.714 -2.036 3.057
C 1.185 3.522 1.014
C 0.163 0.967 -3.582
C 4.725 0.744 2.697
H -4.962 5.062 -2.924
H 0.898 2.917 -3.091
C -4.104 3.365 -1.950
O 0.110 0.702 -1.249
H 2.961 2.960 -0.083
C -4.051 4.623 -2.539
C -1.272 -0.210 -4.953
H 2.913 4.279 2.115
C -1.729 3.465 -1.551
H 2.058 1.614 -2.795
H 0.179 3.896 0.796
H -2.097 -3.850 -1.176
H -0.715 5.193 -2.305
C 2.227 -1.347 -1.741
H 1.692 2.124 -4.461
C -1.419 -0.584 -2.595

## Properties
* LUMO level (alpha / beta): -3.318 / -4.623 eV
* ⟨S²⟩: 3.7756
* total charge: +1
* 2S+1: 4
* E_tot: -91902.965 eV

Atomic partial charges in e from the Löwdin method, atoms 1 to 5:
1 C -0.19
2 H 0.09
3 H 0.08
4 H 0.12
5 C 0.00